Density functional theory data (ωB97M-V/def2-TZVPD) for a structure of composition C21H43As5Pt.

```
70
C21H43As5Pt, DFT ωB97M-V/def2-TZVPD
As -0.153 -2.372 -0.208
C -1.542 0.690 3.409
H 4.990 5.683 -1.617
C -2.175 -4.785 2.569
H 0.998 -1.150 4.200
H -0.339 1.408 -2.637
C -1.745 -2.672 3.644
H 2.421 2.324 -4.675
C -2.335 2.739 -0.387
C 4.246 4.156 -4.408
H -1.221 1.723 3.296
H 3.232 -1.737 -1.724
H 3.367 2.212 -2.341
H -2.727 2.653 0.623
H 1.981 -1.111 2.719
H -1.242 -3.948 -1.778
H 1.128 -4.523 -0.328
H 3.786 4.035 -5.387
As 2.153 0.435 -1.115
H 3.741 -0.357 0.685
C 4.113 5.037 -1.596
H 0.800 4.636 -3.744
H -2.442 3.763 -0.745
H 4.055 -0.372 -2.503
As -0.450 2.345 -0.425
H -2.573 0.585 3.077
H -0.988 -2.382 -2.580
H -1.457 0.403 4.456
H 4.201 1.240 0.054
C 3.085 -0.803 -2.258
H 0.681 2.494 -4.898
H -2.867 2.058 -1.048
H 2.523 -0.984 -3.171
C 3.367 0.619 0.380
As -0.419 -0.430 2.322
H -2.736 -4.322 4.585
H 1.845 -3.302 -1.399
H 1.105 4.771 -2.039
C 1.235 -0.579 3.303
H -1.504 -4.987 0.549
H 1.353 3.531 0.898
H 4.467 3.177 -3.983
H -2.334 -2.580 -1.427
H -0.847 3.076 -2.792
As 3.150 5.333 -3.285
C 1.477 4.298 -2.954
H 2.129 -3.224 0.360
H -0.277 3.898 1.492
H 4.451 4.016 -1.430
C -2.259 -3.961 3.684
C 2.377 2.209 -1.883
Pt 0.037 0.004 0.009
H 3.489 5.360 -0.760
H 0.326 4.705 0.033
H 1.612 0.404 3.579
C -1.037 -3.044 1.370
C -0.091 2.431 -2.339
C 1.453 2.117 -4.225
H 1.333 1.030 -4.171
H 5.190 4.682 -4.550
H 2.447 2.844 -0.996
C -1.565 -4.330 1.408
H -1.838 -2.041 4.519
C -1.147 -2.207 2.479
C 1.324 2.770 -2.846
C 1.411 -3.475 -0.418
H 2.867 1.098 1.219
C 0.336 3.776 0.600
H -2.587 -5.785 2.602
C -1.312 -2.867 -1.663
```

For the HOMO-LUMO gap, the calculation gives 6.42 eV. The calculation puts the molecular weight at 865.3 g/mol. Its spin multiplicity is 1. The value obtained for the electronic energy is -329901.3828 eV. Its net charge is +2.

---

Density functional theory data (ωB97M-V/def2-TZVPD) for an isolated molecule of C2H3OPS at a distorted geometry.

```
8
C2H3OPS, DFT ωB97M-V/def2-TZVPD
C 0.986 -0.222 0.331
C 1.889 -0.808 -0.214
S -2.004 -0.230 0.625
H -0.265 1.963 0.918
P -0.107 0.631 1.417
H 2.628 -1.394 -0.760
H -1.163 -0.199 -1.388
O -1.964 0.260 -0.930
```

For the HOMO-LUMO gap, the calculation gives 9.59 eV. The calculation puts the molecular weight at 106.1 g/mol. Its spin multiplicity is 1. The value obtained for the electronic energy is -24291.2193 eV. As for the SMILES: C#CPSO.

---

Density functional theory data (ωB97M-V/def2-TZVPD) for a structure of composition CBr2ClNO2 at a distorted geometry.

```
7
CBr2ClNO2, DFT ωB97M-V/def2-TZVPD
Br 2.124 0.334 -0.830
Cl -0.115 -1.761 -1.175
C 0.650 -0.647 -0.138
O -1.901 0.550 -0.502
O -0.691 1.807 0.830
N -0.985 0.909 0.140
Br 0.920 -1.192 1.673
```

For the HOMO-LUMO gap (alpha / beta), the calculation gives 8.39 / 8.01 eV. The calculation puts the molecular weight at 253.3 g/mol. Its spin multiplicity is 1. The value obtained for the electronic energy is -159224.3748 eV.

---

Density functional theory data (ωB97M-V/def2-TZVPD) for an isolated molecule of C2H3O at a distorted geometry.

```
6
C2H3O, DFT ωB97M-V/def2-TZVPD
H 1.503 -0.371 -0.307
O -0.907 -0.935 -0.822
H -1.370 0.150 0.851
C -0.605 -0.400 0.272
H 0.730 1.322 0.008
C 0.647 0.234 -0.002
```

As for the expectation value of S²: 0.78. For the HOMO-LUMO gap (alpha / beta), the calculation gives 9.11 / 9.72 eV. The calculation puts the molecular weight at 43.0 g/mol. Its spin multiplicity is 2. The value obtained for the electronic energy is -4166.7684 eV.